(1)
Computed, not measured: a cluster of 8 separate species, C16H48O8 in total at a distorted geometry, with ωB97M-V/def2-TZVPD.

```
72
Properties=species:S:1:pos:R:3:forces:R:3:mulliken_charge:R:1
C 0.635 0.316 -1.092 -0.35 0.56 -0.47 -0.284
C 1.318 0.116 0.242 -0.01 -0.80 0.36 0.781
C 0.449 0.556 1.408 -0.16 0.73 0.70 -0.614
O 1.675 -1.270 0.419 -0.63 -0.14 -0.17 -0.577
H -0.431 0.068 -1.093 0.06 -0.22 0.43 -0.123
H 1.072 -0.279 -1.894 0.30 0.12 0.06 0.020
H 0.654 1.376 -1.367 0.17 -0.06 -0.10 -0.027
H 2.288 0.612 0.295 -0.11 0.26 -0.26 0.165
H 1.001 0.608 2.350 0.13 -0.51 -0.07 0.325
H -0.418 -0.093 1.539 0.10 -0.19 -0.09 -0.269
H 0.048 1.575 1.349 0.06 -0.02 -0.61 0.230
H 0.857 -1.800 0.282 0.44 0.21 0.45 0.331
C -3.214 1.384 0.153 0.21 -0.11 -0.11 -1.285
C -2.731 2.312 -0.940 -0.64 0.79 -0.67 1.082
C -2.726 1.699 -2.350 0.39 -0.26 1.20 -1.065
O -3.679 3.403 -0.998 -0.22 -0.03 0.51 -0.612
H -2.594 0.486 0.207 0.08 0.07 -0.01 0.077
H -4.237 1.061 -0.047 -0.04 0.11 -0.01 0.414
H -3.174 1.888 1.117 -0.10 -0.01 0.02 0.347
H -1.783 2.791 -0.673 0.29 -0.54 -0.03 -0.100
H -3.777 1.593 -2.613 0.06 0.03 -0.38 0.430
H -2.263 0.709 -2.341 0.08 0.08 -0.18 0.152
H -2.170 2.363 -3.010 -0.21 -0.12 -0.31 0.266
H -3.464 3.981 -1.735 0.12 -0.04 -0.03 0.312
C -0.773 -4.065 3.772 -0.17 -0.55 -0.06 -1.074
C -2.215 -4.017 3.259 0.21 0.43 -0.25 0.268
C -2.705 -2.578 3.172 0.58 0.16 0.26 -0.699
O -2.240 -4.556 1.915 -0.25 0.12 0.24 -0.589
H -0.104 -3.617 3.039 -0.05 0.08 -0.05 0.177
H -0.493 -5.117 3.878 0.18 0.08 0.07 0.347
H -0.613 -3.572 4.731 -0.24 0.01 0.01 0.363
H -2.877 -4.637 3.869 0.01 0.17 0.13 0.413
H -3.672 -2.441 2.695 -0.07 -0.21 0.03 0.331
H -1.956 -1.992 2.630 -0.11 -0.04 -0.21 -0.249
H -2.708 -2.126 4.167 -0.25 -0.15 0.01 0.423
H -2.272 -5.515 1.978 0.12 0.03 -0.13 0.298
C 2.046 4.219 1.843 -0.01 -0.32 0.98 -0.917
C 2.625 3.546 3.114 -1.13 0.26 -0.09 0.427
C 3.670 2.515 2.836 0.79 -0.55 -0.58 -0.995
O 3.037 4.566 4.024 0.27 -0.32 -0.12 -0.564
H 2.657 5.080 1.572 0.10 -0.16 -0.35 0.404
H 1.067 4.595 2.142 -0.03 0.16 -0.27 0.275
H 1.915 3.501 1.035 0.13 0.15 -0.16 0.125
H 1.771 3.043 3.583 0.18 0.12 0.28 0.161
H 3.266 1.734 2.185 -0.01 0.24 -0.24 0.082
H 4.060 1.940 3.679 -0.17 0.50 0.38 0.317
H 4.525 2.981 2.329 -0.01 -0.16 -0.05 0.361
H 3.840 4.949 3.644 -0.12 0.05 0.19 0.371
C 3.288 -2.507 -2.259 0.04 0.33 -0.18 -0.486
O 3.915 -2.299 -1.019 0.10 0.00 0.27 -0.582
H 2.451 -3.208 -2.179 0.11 -0.17 -0.16 0.111
H 2.901 -1.591 -2.729 -0.05 0.07 0.29 0.216
H 4.061 -2.861 -2.944 -0.17 -0.34 0.04 0.378
H 3.245 -2.106 -0.342 -0.05 0.20 -0.30 0.419
C -0.893 -3.167 -1.080 -0.26 0.41 0.14 -0.573
O -0.705 -2.781 0.280 -0.38 -0.20 -0.12 -0.528
H -0.599 -4.198 -1.287 0.24 0.00 0.12 0.323
H -1.936 -3.059 -1.392 -0.03 0.07 0.07 0.342
H -0.297 -2.462 -1.653 0.10 -0.23 -0.34 0.116
H -1.373 -3.226 0.831 0.37 -0.16 -0.14 0.240
C -0.995 -2.695 -4.669 -0.10 0.29 -0.03 -0.590
O 0.343 -2.375 -4.307 -0.10 -0.37 -0.12 -0.435
H -1.444 -3.450 -4.017 0.07 0.05 0.08 0.239
H -1.556 -1.765 -4.579 -0.08 -0.10 0.05 0.192
H -1.096 -3.040 -5.703 0.18 0.02 0.00 0.318
H 0.879 -3.166 -4.438 0.04 0.14 0.06 0.269
C 0.433 4.360 -2.735 -0.48 -0.63 -0.22 -0.376
O 1.738 4.906 -2.758 -0.29 0.02 0.06 -0.534
H -0.350 5.118 -2.715 0.41 0.38 0.02 0.340
H 0.249 3.758 -3.632 -0.03 0.01 0.02 0.292
H 0.247 3.711 -1.870 0.23 0.06 0.06 -0.024
H 2.306 4.211 -3.104 0.15 0.14 0.07 0.304
```
Forces are in eV/Å.

Summary:
Kohn-Sham gap = 10.00 eV
largest force on an atom = 1.29 eV Å⁻¹
HOMO level = -0.351 Ha
SMILES = CC(C)O.CC(C)O.CC(C)O.CC(C)O.CO.CO.CO.CO

(2)
Computed, not measured: a structure of composition C20H20AsCoF6N4OS2 at a distorted geometry, with ωB97M-V/def2-TZVPD.

```
55
Properties=species:S:1:pos:R:3:forces:R:3:mulliken_charge:R:1
Co 0.025 0.032 0.046 0.31 0.03 1.00 0.025
C -0.721 0.187 4.224 -0.01 0.03 0.06 -1.799
C -0.921 0.203 2.739 -0.18 0.03 0.06 1.603
N 0.102 0.326 1.943 -0.14 0.35 -0.46 1.432
N 1.325 0.416 2.546 0.20 0.13 0.01 -1.197
C 2.325 0.158 1.759 0.30 0.17 -0.15 0.350
S 2.224 -0.175 0.091 -0.20 -0.36 0.29 -0.220
S 3.961 0.099 2.403 -0.10 0.06 -0.02 -0.051
C 3.947 1.568 3.493 -0.11 -0.10 0.02 -1.127
C 3.992 2.842 2.703 -0.02 0.01 -0.02 0.486
C 5.202 3.337 2.226 -0.03 -0.02 0.00 -0.577
C 5.240 4.494 1.465 0.02 -0.01 0.00 -0.503
C 4.065 5.171 1.172 -0.03 0.02 -0.02 -0.708
C 2.856 4.686 1.648 0.04 0.00 -0.02 -0.255
C 2.817 3.526 2.407 0.02 0.01 0.05 -0.124
C -2.292 -0.001 2.246 0.06 -0.07 -0.07 0.326
C -3.308 -0.290 3.141 0.02 -0.04 0.04 -0.985
C -4.614 -0.538 2.719 0.02 0.00 0.05 -0.736
C -4.965 -0.504 1.357 0.02 -0.01 -0.10 -0.588
C -4.018 -0.191 0.434 -0.12 0.05 0.01 -0.561
C -2.667 0.086 0.837 0.07 0.22 0.21 0.915
O -1.851 0.455 -0.043 -0.10 -0.33 -0.40 -0.628
H 0.310 0.384 4.482 -0.05 0.01 -0.01 0.308
H -0.994 -0.795 4.613 0.01 0.00 0.02 0.447
H -1.365 0.929 4.697 -0.02 -0.01 0.01 0.454
H 4.830 1.440 4.118 0.03 0.01 -0.02 0.567
H 3.067 1.509 4.130 0.01 0.00 0.02 0.333
H 6.122 2.812 2.454 0.00 -0.01 0.00 0.405
H 6.188 4.871 1.106 0.00 0.00 0.00 0.402
H 4.095 6.080 0.585 0.00 0.00 0.01 0.407
H 1.943 5.229 1.444 0.01 0.01 0.03 0.378
H 1.875 3.155 2.794 -0.01 -0.01 0.01 0.396
H -3.103 -0.349 4.198 0.01 0.01 0.00 0.461
H -5.368 -0.771 3.459 0.01 -0.01 0.01 0.425
H -5.979 -0.730 1.057 0.00 0.01 -0.01 0.442
H -4.220 -0.151 -0.628 0.00 0.00 0.00 0.532
C -0.298 5.332 -0.377 -0.07 0.02 -0.04 -0.838
N 0.104 3.966 -0.688 0.05 0.00 0.02 0.239
C 0.787 3.556 -1.806 0.01 0.00 -0.06 -0.485
C 0.930 2.209 -1.705 0.07 0.03 0.00 -0.635
N 0.342 1.808 -0.533 -0.21 -0.11 0.07 0.746
C -0.148 2.885 0.058 0.05 -0.04 -0.08 -0.611
H 0.110 5.992 -1.137 0.01 0.00 0.01 0.300
H 0.089 5.628 0.594 -0.03 0.00 0.00 0.364
H -1.383 5.414 -0.382 0.00 0.01 -0.01 0.344
H 1.105 4.246 -2.565 0.01 0.00 0.01 0.445
H 1.418 1.519 -2.370 -0.01 -0.01 0.00 0.526
H -0.684 2.907 0.990 0.01 0.00 0.00 0.521
F 0.082 -1.275 -1.495 0.05 0.39 -0.68 -0.677
As -0.324 -2.914 -0.726 0.50 -0.06 -0.66 2.145
F -1.917 -2.621 -1.276 -0.04 0.03 0.22 -0.471
F -0.621 -1.716 0.623 -0.07 -0.47 0.62 -0.609
F -0.807 -4.240 0.208 -0.06 0.15 0.07 -0.436
F 1.278 -2.966 -0.122 -0.17 -0.12 -0.07 -0.466
F 0.127 -3.718 -2.143 -0.15 0.00 0.01 -0.434
```
Forces are in eV/Å.

Summary:
⟨S²⟩ = 0.80
multiplicity = 2
Kohn-Sham gap (spin up / spin down) = 7.38 / 5.08 eV
largest force on an atom = 1.04 eV Å⁻¹
HOMO level (spin up / spin down) = -0.420 / -0.421 Ha
total charge = +1

(3)
Computed, not measured: an isolated molecule of C3H4FNS at a distorted geometry, with ωB97M-V/def2-TZVPD.

```
10
Properties=species:S:1:pos:R:3:forces:R:3:mulliken_charge:R:1
N -0.062 -0.775 1.342 0.37 -0.10 -0.23 -0.306
C -0.400 0.386 0.765 -0.02 -0.20 -1.46 0.087
C -0.209 0.814 -0.554 0.62 -2.93 1.65 0.143
F -0.746 2.002 -0.811 0.03 1.11 -0.76 -0.279
C 0.479 0.018 -1.534 1.43 1.60 -0.55 -0.204
S 0.962 -1.573 -1.354 -0.23 0.94 -0.43 -0.359
H -0.524 -1.018 2.174 -0.39 0.09 1.23 0.231
H 0.472 -1.538 0.953 -0.15 0.47 -0.84 0.106
H -0.924 1.042 1.439 -0.19 0.34 -0.03 0.333
H 0.951 0.641 -2.420 -1.46 -1.32 1.42 0.247
```
Forces are in eV/Å.

Summary:
Kohn-Sham gap = 7.75 eV
largest force on an atom = 3.41 eV Å⁻¹
HOMO level = -0.302 Ha
SMILES = N/C=C(/F)C=S

(4)
Computed, not measured: the ion C6H11O with charge -1 at a distorted geometry, with ωB97M-V/def2-TZVPD.

```
18
Properties=species:S:1:pos:R:3:forces:R:3:mulliken_charge:R:1
C 1.729 0.429 2.054 -0.15 -0.07 1.42 -1.282
C 0.629 0.059 1.103 -0.79 0.30 1.50 0.010
C -0.548 0.694 1.013 -0.56 0.22 -0.77 -0.267
C -1.387 0.595 -0.226 -0.20 -2.14 -0.84 -0.466
C -1.094 -0.620 -1.175 -0.71 -0.28 0.43 -0.964
C 0.247 -0.688 -1.974 -0.41 -0.60 -0.90 -0.362
O 1.340 -1.237 -1.441 -0.16 0.00 0.40 -0.849
H 1.689 -0.175 2.976 0.15 -0.31 -0.24 0.258
H 1.705 1.450 2.476 -0.27 -0.13 -0.65 0.314
H 2.717 0.277 1.622 -0.07 -0.07 -0.20 0.319
H 0.687 -0.911 0.632 0.85 0.47 -1.22 0.337
H -1.088 1.257 1.786 1.21 0.81 0.02 0.271
H -1.282 1.373 -0.990 0.39 0.78 0.77 0.254
H -2.458 0.588 0.016 -0.02 0.01 0.12 0.298
H -1.931 -0.539 -1.898 0.39 -0.14 -0.10 0.418
H -1.221 -1.622 -0.721 0.02 0.41 0.30 0.347
H -0.132 -1.270 -2.889 0.31 0.25 0.12 0.209
H 0.397 0.341 -2.364 0.05 0.47 -0.15 0.155
```
Forces are in eV/Å.

Summary:
Kohn-Sham gap = 6.24 eV
largest force on an atom = 2.31 eV Å⁻¹
HOMO level = -0.080 Ha
total charge = -1
SMILES = C/C=C/CCC[O-]

(5)
Computed, not measured: a structure of composition C5H10HoOP at a distorted geometry, with ωB97M-V/def2-TZVPD.

```
18
Properties=species:S:1:pos:R:3:forces:R:3:mulliken_charge:R:1
C -0.608 -1.610 -0.893 -0.82 0.12 1.35 0.153
C -1.251 -2.823 -0.865 0.99 1.52 -0.08 -0.641
C -1.829 -3.054 0.458 0.36 1.29 0.95 -0.273
C -1.575 -1.978 1.271 -0.03 -0.52 -0.58 -0.593
C -0.783 -0.890 0.546 -0.42 -2.01 -1.84 -0.205
Ho 1.782 1.154 -0.711 1.17 -1.00 -1.60 0.234
P 0.190 3.349 -0.946 -1.70 2.24 -0.17 -0.242
H -0.115 -1.093 -1.735 -0.36 -0.66 0.47 0.030
H -1.325 -3.544 -1.679 0.08 0.35 0.15 0.370
H -2.364 -3.969 0.710 0.10 0.36 0.12 0.388
H -1.382 0.032 0.436 0.16 -0.25 0.00 0.208
H -1.878 -1.848 2.312 0.04 -0.23 -0.36 0.368
H -0.849 3.652 0.027 0.51 -0.12 -0.62 0.141
H -0.621 3.389 -2.150 0.48 0.04 0.77 0.150
H 0.774 4.673 -1.042 -0.34 -0.72 0.01 0.140
O 2.204 0.987 1.195 0.34 -0.28 2.22 -0.735
H 2.472 0.845 2.116 -0.18 0.13 -0.70 0.222
H 0.175 -0.620 1.025 -0.37 -0.24 -0.11 0.287
```
Forces are in eV/Å.

Summary:
⟨S²⟩ = 6.02
multiplicity = 5
Kohn-Sham gap (spin up / spin down) = 4.80 / 5.58 eV
largest force on an atom = 2.81 eV Å⁻¹
HOMO level (spin up / spin down) = -0.168 / -0.195 Ha